Entry from the OMol25 dataset: a structure of composition C15H18BBr2Cl3N7ORe (wB97M-V/def2-TZVPD).

Geometry as ORCA input:
```
! wB97M-V def2-TZVPD RIJCOSX def2/J DEFGRID3
* xyz 3 4
Re 0.501 0.134 0.133
Br 2.210 1.010 3.942
Br 2.887 -0.451 1.093
Cl -0.347 5.506 1.130
Cl 0.159 4.277 3.725
Cl 2.390 4.940 1.966
O -0.408 -0.555 1.847
N 0.047 -1.773 -2.072
N -1.431 0.238 -2.085
N 0.958 0.442 -2.765
N -1.254 0.588 -0.780
N 1.438 0.818 -1.543
N 0.426 -1.695 -0.763
N 0.567 2.071 0.974
C 2.684 1.798 -3.113
C 2.985 -0.491 3.108
C -3.269 1.294 -1.414
C -2.631 0.655 -2.478
C -1.355 -1.251 2.298
C -2.373 1.235 -0.372
C -2.301 -1.958 1.410
C 1.692 1.021 -3.711
C 0.461 -3.842 -1.373
C 0.621 3.113 1.448
C 0.684 -2.959 -0.343
C 0.704 4.453 2.060
C 0.065 -3.048 -2.451
C -1.515 -1.340 3.763
C 2.490 1.648 -1.761
B -0.285 -0.478 -2.859
H -0.590 -0.705 -3.982
H 3.038 2.075 -0.936
H 3.438 2.385 -3.608
H 0.582 -4.911 -1.361
H -2.457 1.617 0.634
H 4.059 -0.520 3.260
H -2.187 -1.696 0.363
H -2.970 0.479 -3.488
H 2.488 -1.411 3.386
H 1.023 -3.148 0.663
H -0.200 -3.325 -3.460
H -4.248 1.742 -1.416
H -0.609 -1.049 4.289
H -2.142 -3.035 1.544
H -1.861 -2.329 4.063
H -2.315 -0.641 4.042
H 1.475 0.851 -4.755
H -3.324 -1.778 1.751
*
```

Results
**Largest force on an atom**: 0.1 eV/A
**HOMO energy (alpha / beta)**: -0.682 / -0.679 Eh



Entry from the OMol25 dataset: a structure of composition C38H42BrFeN5O3 (wB97M-V/def2-TZVPD).

Geometry as ORCA input:
```
! wB97M-V def2-TZVPD RIJCOSX def2/J DEFGRID3
* xyz 1 6
Br 5.306 4.376 0.800
Fe -1.004 -1.138 -0.175
O -4.039 0.358 -0.298
O -1.971 -0.730 1.674
O -2.857 -1.410 -1.055
N 0.908 -1.371 -0.316
N -1.046 1.070 -0.098
N -0.192 5.083 3.151
N -6.283 -0.413 -0.989
N -0.932 4.152 3.590
C -7.189 -1.115 -0.023
C 2.028 -0.681 -2.471
C -1.868 0.444 2.059
C -5.189 -1.377 -1.381
C 1.081 4.868 2.664
C 1.159 -1.606 -4.623
C -3.895 -0.740 -0.860
C 2.270 -3.045 -1.575
C -0.669 1.962 -0.995
C 2.987 5.829 1.546
C -1.329 1.482 1.143
C 2.989 3.483 2.164
C 3.603 4.582 1.572
C 2.421 -1.186 -3.864
C -5.539 -2.703 -0.693
C -7.035 -2.581 -0.397
C 3.912 -0.402 1.701
C 3.153 -0.794 0.601
C 3.365 -2.383 -3.725
C 1.366 -1.803 -1.646
C 1.730 5.972 2.097
C 1.942 -0.463 3.085
C -1.171 2.797 1.558
C -0.598 3.324 -0.703
C 1.208 -0.858 1.983
C 2.657 -3.519 -2.980
C 1.771 -1.013 0.701
C -2.265 0.855 3.388
C 1.734 3.625 2.717
C 0.455 -2.720 -3.844
C 0.113 -2.223 -2.436
C 1.391 -3.927 -3.740
C 3.307 -0.221 2.938
C -0.837 3.744 0.585
C 1.272 -0.322 4.429
C 5.398 -0.209 1.537
C -2.022 2.108 3.815
C -1.369 3.092 2.980
H 1.419 -1.967 -5.622
H 2.898 -0.268 -1.965
H 3.164 -2.839 -0.986
H 5.847 0.192 2.444
H -0.406 -3.025 -1.892
H 0.894 -4.752 -3.222
H 5.886 -1.159 1.313
H -5.677 0.336 -0.552
H -0.343 4.029 -1.480
H 3.485 2.523 2.188
H -0.571 -1.361 -2.531
H 5.620 0.474 0.715
H -2.250 2.401 4.831
H 0.167 -1.144 2.125
H -7.373 -3.243 0.396
H 1.717 -3.830 -1.049
H -7.621 -2.799 -1.293
H 4.263 -2.085 -3.176
H -2.699 0.108 4.036
H 2.925 -0.383 -4.408
H 1.261 2.772 3.185
H -0.468 -3.007 -4.356
H -6.790 -0.049 -1.791
H -5.140 -1.466 -2.465
H -4.972 -2.800 0.233
H 0.493 -0.746 -4.750
H 3.677 -0.946 -0.330
H -0.418 1.587 -1.978
H -6.809 -0.917 0.978
H 0.503 -1.083 4.566
H -8.198 -0.721 -0.105
H 1.646 -4.278 -4.744
H 0.785 0.652 4.532
H 3.903 0.071 3.795
H 3.688 -2.723 -4.713
H 1.223 6.927 2.093
H 1.306 0.137 -2.567
H -0.777 4.794 0.836
H -5.297 -3.555 -1.322
H 3.327 -4.378 -2.899
H 3.491 6.675 1.101
H 1.993 -0.413 5.239
*
```

Results
**Largest force on an atom**: 0.6 eV/A
**HOMO energy (alpha / beta)**: -0.327 / -0.333 Eh



| no. | E (Eh) |
| --- | --- |
| 1 | -7671.745559 |
| 2 | -5810.299586 |